(1)
Here is a molecular structure, C39H34AlBGeN7O2S3 at a distorted geometry from the OMol25 dataset. Energies are from ωB97M-V with the def2-TZVPD basis set.

Properties
Total energy in eV: -151803.243
Highest occupied orbital energy (spin up / spin down) in eV: -9.70 / -13.21
Charge: +2
M in g mol⁻¹: 839.4
LUMO level (spin up / spin down) in eV: -5.40 / -5.32
Multiplicity: 2

Each line ends with the Mulliken charge.
Positions of all 88 atoms, in Å:
Ge: 12.381 -9.591 15.925  1.13
S: 13.739 -11.056 14.596  -0.30
S: 4.575 -9.145 12.793  -0.17
S: 6.747 -10.191 18.759  -0.17
Al: 8.390 -8.585 14.990  -1.34
O: 8.756 -11.440 13.895  -0.37
O: 8.985 -9.865 12.118  -0.70
N: 9.233 -9.097 18.470  0.05
N: 12.600 -13.509 14.450  0.21
N: 6.548 -8.240 14.267  0.36
N: 12.299 -12.374 12.535  0.48
N: 7.652 -9.051 16.623  0.80
N: 6.371 -7.419 11.951  -0.37
N: 13.357 -10.473 11.709  -0.45
C: 4.729 -9.804 14.347  -0.49
C: 16.194 -8.946 17.630  -0.78
C: 9.370 -6.469 14.826  -0.42
C: 11.111 -7.998 15.787  -0.89
C: 7.617 -13.685 11.084  -0.68
C: 13.983 -8.775 16.653  0.05
C: 13.487 -9.494 10.777  -0.49
C: 12.471 -11.437 11.509  0.86
C: 11.954 -10.599 9.318  -0.66
C: 11.730 -10.882 17.224  0.82
C: 10.908 -7.225 16.983  -0.38
C: 9.761 -6.381 17.219  -0.40
C: 15.530 -6.912 16.537  -0.71
C: 11.570 -13.603 12.491  -0.33
C: 7.935 -13.336 12.398  -0.88
C: 5.750 -9.167 15.037  0.15
C: 10.787 -11.835 16.827  -0.11
C: 10.319 -7.536 14.659  -0.18
C: 8.489 -12.058 12.649  0.28
C: 12.883 -12.319 13.800  0.04
C: 16.519 -7.655 17.165  -0.54
C: 6.269 -9.472 16.366  -0.36
C: 8.071 -9.461 17.858  0.58
C: 10.297 -12.453 19.088  -0.71
C: 9.089 -5.889 16.097  -0.97
C: 11.716 -11.526 10.300  -0.39
C: 14.934 -9.487 17.396  -0.09
C: 13.120 -13.932 15.747  -0.82
C: 11.283 -11.526 19.532  -0.91
C: 12.809 -9.508 9.543  -0.65
C: 10.058 -12.589 17.734  -0.88
C: 5.978 -8.185 12.995  0.50
C: 11.763 -14.288 13.632  -0.80
C: 8.361 -11.444 10.259  -0.91
C: 7.871 -12.751 9.995  -0.52
C: 14.312 -7.503 16.272  -0.31
C: 8.657 -11.140 11.598  1.02
C: 5.741 -10.248 17.365  -0.30
C: 11.956 -10.720 18.601  -0.04
B: 8.961 -10.026 13.586  1.71
H: 16.948 -9.524 18.126  0.43
H: 9.475 -9.495 19.347  0.38
H: 8.537 -10.669 9.506  0.51
H: 14.720 -10.519 17.788  0.18
H: 11.589 -11.409 20.574  0.41
H: 4.170 -10.662 14.664  0.42
H: 10.518 -7.952 13.690  1.13
H: 9.673 -12.970 19.780  0.49
H: 12.290 -13.904 16.493  0.30
H: 11.040 -12.344 10.128  0.37
H: 13.923 -13.289 16.087  0.29
H: 7.255 -14.670 10.827  0.44
H: 7.340 -7.036 11.957  0.22
H: 10.608 -12.007 15.751  0.02
H: 5.877 -7.530 11.040  0.25
H: 11.509 -10.760 8.353  0.53
H: 9.985 -8.770 17.898  -0.56
H: 11.013 -13.935 11.648  0.48
H: 9.387 -13.349 17.418  0.58
H: 15.661 -5.894 16.233  0.45
H: 9.491 -6.072 18.258  0.37
H: 8.891 -6.085 13.921  0.62
H: 11.668 -7.334 17.792  0.37
H: 7.725 -13.221 9.010  0.38
H: 13.463 -14.964 15.698  0.46
H: 12.746 -10.056 18.979  0.34
H: 8.269 -5.172 16.215  0.45
H: 14.199 -8.747 11.101  0.49
H: 13.600 -7.046 15.552  0.19
H: 4.799 -10.739 17.358  0.52
H: 11.383 -15.270 13.949  0.51
H: 12.998 -8.696 8.819  0.43
H: 7.863 -14.010 13.224  0.54
H: 17.549 -7.351 17.237  0.42

---

(2)
Here is a molecular structure, C21H45B4ClF2KNNa2O10S at a distorted geometry from the OMol25 dataset. Energies are from ωB97M-V with the def2-TZVPD basis set.

Properties
Total energy in eV: -101101.585
Highest occupied orbital energy in eV: -4.36
Charge: 0
M in g mol⁻¹: 705.4
LUMO level in eV: -3.31

Each line ends with the Mulliken charge.
Positions of all 88 atoms, in Å:
K: -6.950 7.256 -5.377  1.05
Cl: -0.606 1.597 2.839  -0.30
S: 0.452 1.609 0.993  0.81
Na: -0.580 -7.037 -5.016  0.90
Na: -1.708 -3.378 9.174  0.53
F: -1.878 4.351 0.184  -0.93
F: 5.676 3.632 -6.606  -0.80
O: -1.379 3.520 -4.977  -0.24
O: -0.261 2.672 0.102  -0.28
O: -4.164 5.083 -5.293  -0.50
O: 1.937 2.045 1.185  -0.54
O: -0.389 1.318 -4.239  -0.23
O: -2.239 -6.028 -8.014  -1.00
O: -1.036 -3.246 -3.556  -0.82
O: -2.920 1.636 -3.954  -0.23
O: 0.670 -1.670 3.546  -0.48
O: -5.015 2.885 -6.262  -0.54
N: 0.741 -3.270 7.775  0.29
C: 0.350 -0.111 0.180  -0.18
C: -1.066 -3.268 -4.878  -0.12
C: 0.158 -4.468 8.391  -0.69
C: 0.499 -0.798 7.418  -1.22
C: -2.092 0.074 -1.110  -0.36
C: 2.267 3.201 -3.507  0.38
C: 3.001 -2.959 8.928  -1.01
C: 0.710 3.708 -3.310  -0.10
C: 4.315 1.117 -3.742  -0.52
C: 0.120 -2.026 8.241  -0.05
C: -5.587 5.390 -5.040  -1.11
C: 3.157 5.961 -3.731  -0.98
C: 4.990 3.827 -3.978  -0.44
C: 3.438 4.325 -3.734  0.44
C: -1.207 -0.623 0.087  -0.67
C: -1.259 -4.736 -5.299  -0.88
C: 0.336 -4.648 9.895  -0.99
C: 2.200 -3.269 7.668  -0.67
C: -1.602 -0.416 -2.613  -0.31
C: 5.463 2.256 -4.011  -0.32
C: 2.735 1.606 -3.490  -0.23
B: -4.008 3.605 -5.456  0.40
B: -1.674 0.912 -3.635  0.33
B: -0.368 2.799 -4.175  0.34
B: -2.678 2.855 -4.750  0.28
H: -1.164 -1.801 -0.099  0.31
H: -3.213 -0.270 -0.988  0.23
H: 5.817 4.652 -4.157  0.11
H: 1.354 -4.953 10.148  0.25
H: 3.058 -3.821 9.593  0.26
H: -2.217 -1.326 -3.026  0.27
H: 0.903 -0.837 0.924  0.07
H: 2.485 -2.545 6.895  0.30
H: -2.967 -5.743 -8.536  0.14
H: 1.559 -0.551 7.516  0.34
H: 0.599 4.823 -3.718  -0.03
H: -0.435 -5.373 -4.952  -0.16
H: 4.081 6.571 -4.120  0.34
H: 0.546 -5.361 7.882  0.41
H: -0.971 -2.128 8.178  0.11
H: -4.526 2.197 -6.809  0.32
H: -0.042 -1.158 4.007  0.33
H: 2.211 6.160 -4.426  0.21
H: -0.071 0.069 7.764  0.45
H: 1.973 0.733 -3.299  0.20
H: 2.947 6.290 -2.604  0.24
H: 0.270 -0.949 6.357  0.05
H: 4.541 -0.055 -3.746  0.24
H: 1.531 -1.181 3.553  0.44
H: -0.175 -2.926 -5.429  0.14
H: -6.017 4.741 -4.142  0.38
H: 4.030 -2.702 8.653  0.40
H: 0.354 -1.831 9.291  0.42
H: -0.330 -5.442 10.250  0.42
H: 0.467 3.763 -2.166  0.27
H: -6.286 5.198 -5.975  0.18
H: 2.537 -4.233 7.266  0.40
H: -0.918 -4.473 8.175  0.22
H: -1.290 -4.808 -6.392  0.52
H: 0.087 -3.743 10.456  0.34
H: -1.785 -0.501 1.116  0.26
H: -2.200 -5.152 -4.917  0.45
H: -2.086 1.246 -1.105  0.30
H: -1.865 -2.714 -5.394  0.15
H: 0.936 -0.159 -0.844  0.26
H: 6.569 1.918 -4.214  0.25
H: -5.738 6.527 -4.745  0.53
H: 0.767 -2.579 3.929  0.43
H: -0.470 -0.748 -2.490  0.00
H: 2.596 -2.112 9.487  0.25

---

(3)
Here is C6H10N2 in the gas phase at a distorted geometry from the OMol25 dataset. Energies are from ωB97M-V with the def2-TZVPD basis set.

Properties
Total energy in eV: -9356.979
Highest occupied orbital energy (spin up / spin down) in eV: -6.28 / -7.40
Charge: 0
M in g mol⁻¹: 110.2
LUMO level (spin up / spin down) in eV: 0.53 / 0.57

Each line ends with the Mulliken charge.
Positions of all 18 atoms, in Å:
N: -0.665 0.207 1.007  -0.54
N: -0.990 -0.399 -0.192  0.42
C: 2.518 -0.056 -0.153  0.02
C: -2.331 -0.798 -0.594  -1.14
C: -1.482 0.116 1.965  -0.38
C: 3.508 0.507 0.535  -0.66
C: -0.095 -0.418 -1.216  -0.13
C: 1.258 0.241 -1.011  -0.50
H: -2.230 -1.164 -1.564  0.31
H: 3.445 1.616 0.898  0.19
H: -2.623 -0.108 1.668  0.14
H: 1.699 0.480 -1.951  0.36
H: 1.065 1.131 -0.472  0.28
H: 4.345 -0.034 0.864  0.28
H: -2.843 0.103 -0.584  0.53
H: -1.320 0.584 2.879  0.32
H: -2.794 -1.448 0.180  0.30
H: -0.467 -0.560 -2.260  0.21

---

(4)
Here is a molecular structure, C4H11NO at a distorted geometry from the OMol25 dataset. Energies are from ωB97M-V with the def2-TZVPD basis set.

Properties
Total energy in eV: -7859.220
Highest occupied orbital energy in eV: -9.33
Charge: 0
M in g mol⁻¹: 89.1
LUMO level in eV: -0.38

Each line ends with the Mulliken charge.
Positions of all 17 atoms, in Å:
O: 1.056 -0.378 -1.472  -0.56
N: -0.969 -0.604 0.704  -0.21
C: 0.128 -0.965 1.569  -0.84
C: 1.202 0.818 -0.954  -0.46
C: -0.325 1.691 -0.197  -1.15
C: -1.097 -1.327 -0.401  -0.65
H: -2.076 -1.275 -0.868  0.29
H: 0.231 2.623 -0.173  0.40
H: -1.100 1.732 -0.961  0.30
H: -0.752 1.584 0.787  0.43
H: -0.262 -1.651 2.329  0.37
H: 0.965 -1.471 1.069  0.33
H: 1.405 1.614 -1.679  0.38
H: 0.502 -0.078 2.081  0.30
H: -0.685 -2.343 -0.405  0.40
H: -0.080 -0.805 -1.352  0.40
H: 1.856 0.835 -0.075  0.29

---

(5)
Here is a molecular structure, C32H36ClN7O2S3SiTi at a distorted geometry from the OMol25 dataset. Energies are from ωB97M-V with the def2-TZVPD basis set.

Properties
Total energy in eV: -124309.649
Highest occupied orbital energy in eV: -13.26
Charge: +2
M in g mol⁻¹: 758.3
LUMO level in eV: -5.98

Each line ends with the Mulliken charge.
Positions of all 83 atoms, in Å:
Ti: 0.213 -0.308 0.504  -0.06
Cl: -2.025 -0.136 1.073  -0.40
S: 0.881 2.405 7.526  0.20
S: -1.446 -3.004 -0.288  0.27
S: 1.827 -2.159 0.187  -0.30
Si: 5.458 -2.582 0.420  0.15
O: 0.618 0.403 -1.193  -0.20
O: -0.747 -1.715 -0.778  -0.50
N: 0.352 -0.978 2.542  0.95
N: 0.924 0.886 6.997  -0.66
N: 0.106 1.536 1.608  1.05
N: -0.147 3.439 -2.205  -0.13
N: 0.596 3.178 6.144  -0.65
N: 2.305 0.204 0.931  0.73
N: -0.191 0.628 -3.262  -0.05
C: -0.627 -4.347 -1.211  -0.25
C: 0.283 1.391 2.940  -0.75
C: -2.952 -3.173 -1.243  -0.68
C: -1.620 3.683 -4.073  -0.84
C: 0.181 4.724 -2.338  -0.21
C: 5.031 0.121 1.087  -0.17
C: -1.032 2.936 -3.064  0.61
C: 4.509 -4.159 0.163  -0.99
C: 0.646 -0.211 4.800  0.37
C: 1.904 -0.540 -2.987  -1.39
C: 0.443 0.028 3.446  0.04
C: -1.351 1.468 -2.925  -0.68
C: 0.403 -2.230 2.991  -0.12
C: -0.349 5.552 -3.317  -0.76
C: 0.287 2.490 3.790  0.56
C: -1.272 5.020 -4.199  -0.36
C: 0.737 -1.530 5.244  -0.57
C: 2.987 1.316 1.250  -0.50
C: 0.591 -2.546 4.330  -1.24
C: 0.713 0.937 5.690  0.62
C: 0.523 2.248 5.204  0.62
C: -0.110 2.740 1.097  -0.03
C: 0.736 0.210 -2.444  0.82
C: 6.550 -2.725 1.915  -1.07
C: -3.084 -4.683 -1.373  -0.66
C: -0.138 3.882 1.893  -0.67
C: 4.362 -1.050 0.747  0.14
C: 6.408 -2.169 -1.122  -1.07
C: -1.726 -5.191 -1.884  -0.76
C: 4.355 1.315 1.335  -1.52
C: 0.071 3.760 3.247  -0.77
C: 2.968 -0.935 0.674  0.77
H: 5.728 -2.041 -1.969  0.30
H: 7.288 -1.922 1.965  0.33
H: 0.904 5.107 -1.626  0.45
H: 6.114 0.115 1.161  0.37
H: 0.069 4.620 3.905  0.58
H: 7.098 -3.669 1.896  0.37
H: 0.017 -3.823 -1.917  0.11
H: -2.142 1.207 -3.624  0.57
H: 2.753 -0.434 -2.317  0.19
H: -2.344 3.236 -4.742  0.37
H: -0.033 0.449 -4.244  0.31
H: 2.165 -0.185 -3.982  0.59
H: 0.629 -3.584 4.629  0.51
H: 0.292 -3.013 2.258  0.44
H: -3.770 -2.680 -0.724  0.42
H: -0.041 6.586 -3.383  0.41
H: -3.907 -4.949 -2.033  0.39
H: 3.832 -4.390 0.988  0.31
H: -1.674 1.206 -1.919  -0.04
H: 4.885 2.222 1.591  0.46
H: 1.651 -1.600 -3.036  0.17
H: -1.595 -6.249 -1.672  0.32
H: -3.306 -5.118 -0.395  0.33
H: -2.754 -2.679 -2.197  0.28
H: 5.960 -2.700 2.834  0.34
H: -1.667 -5.064 -2.964  0.32
H: 6.995 -1.254 -1.017  0.36
H: 5.237 -4.971 0.091  0.41
H: -1.713 5.631 -4.976  0.44
H: 3.932 -4.144 -0.764  0.25
H: -0.228 2.800 0.019  -0.11
H: 0.002 -4.903 -0.519  0.48
H: 2.416 2.216 1.430  0.55
H: -0.315 4.844 1.434  0.56
H: 0.903 -1.727 6.295  0.59
H: 7.100 -2.977 -1.374  0.38